The following is a quantum chemistry calculation of a 10-piece molecular cluster, C38H59N7O9 overall at a distorted geometry, from the Open Molecules 2025 dataset.

Kohn-Sham gap ... 9.9 eV
Electronic energy ... -69220.051 eV
SMILES string ... O=C1OCCO1.O=C1OCCO1.O=C1OCCO1.c1ccncc1.CCCC#N.CCCC#N.CCCC#N.CCCC#N.CCCC#N.CCCC#N

Last column: Löwdin charge in e.
CARTESIAN COORDINATES (ANGSTROEM)
O 1.35 -2.80 -1.16  0.13
C 0.30 -3.07 -0.64  -0.59
O -0.42 -2.22 0.12  0.02
C -1.60 -2.85 0.56  -0.13
C -1.67 -4.14 -0.28  -0.09
O -0.37 -4.19 -0.86  0.07
H -1.57 -3.02 1.64  0.10
H -2.46 -2.18 0.43  0.12
H -2.40 -4.03 -1.08  0.13
H -1.92 -4.99 0.35  0.13
O -7.30 0.52 -2.00  0.20
C -6.43 0.33 -2.78  -0.53
O -6.56 0.48 -4.13  0.08
C -5.32 0.25 -4.79  -0.11
C -4.36 -0.05 -3.63  -0.14
O -5.15 -0.02 -2.47  0.04
H -5.24 -0.61 -5.45  0.13
H -4.98 1.11 -5.35  0.13
H -3.56 0.70 -3.57  0.12
H -3.88 -1.03 -3.70  0.13
O -9.21 0.47 1.34  0.15
C -8.02 0.59 1.25  -0.60
O -7.17 -0.40 0.97  0.07
C -5.85 0.12 1.17  -0.11
C -6.05 1.61 0.93  -0.13
O -7.41 1.78 1.30  0.08
H -5.49 -0.13 2.17  0.12
H -5.13 -0.30 0.46  0.11
H -5.89 1.82 -0.13  0.11
H -5.40 2.25 1.53  0.12
C -0.03 0.45 -1.24  -0.07
C -1.39 0.39 -1.56  -0.06
C -2.25 0.96 -0.64  -0.15
N -1.86 1.60 0.47  0.06
C -0.56 1.71 0.72  -0.16
C 0.39 1.08 -0.09  -0.09
H 0.69 -0.06 -1.86  0.08
H -1.69 -0.17 -2.44  0.08
H -3.33 0.94 -0.77  0.08
H -0.19 2.36 1.50  0.10
H 1.42 1.03 0.23  0.07
C -1.01 -0.50 4.51  -0.12
C -2.43 -0.03 4.76  -0.25
C -2.60 1.37 4.16  -0.20
C -3.92 1.99 4.32  -0.22
N -4.98 2.42 4.42  0.15
H -0.83 -1.55 4.74  0.07
H -0.32 0.14 5.06  0.06
H -0.82 -0.39 3.44  0.06
H -2.71 -0.09 5.81  0.11
H -3.13 -0.69 4.24  0.11
H -2.47 1.30 3.07  0.09
H -1.81 2.03 4.52  0.12
C 3.86 -0.28 -1.38  -0.09
C 4.51 -1.61 -1.03  -0.24
C 6.04 -1.48 -1.01  -0.18
C 6.62 -1.29 -2.33  -0.24
N 7.11 -1.15 -3.36  0.14
H 4.42 0.24 -2.16  0.08
H 3.91 0.41 -0.54  0.04
H 2.82 -0.36 -1.69  0.05
H 4.21 -2.36 -1.77  0.09
H 4.13 -1.98 -0.08  0.09
H 6.51 -2.41 -0.67  0.12
H 6.36 -0.69 -0.32  0.11
C 4.65 1.64 1.61  -0.14
C 5.07 2.50 2.79  -0.25
C 4.58 1.94 4.12  -0.18
C 3.11 1.87 4.14  -0.22
N 1.96 1.82 4.13  0.17
H 5.11 0.64 1.69  0.07
H 4.96 2.04 0.65  0.07
H 3.58 1.45 1.54  0.03
H 4.71 3.53 2.67  0.11
H 6.16 2.54 2.80  0.11
H 4.93 2.56 4.95  0.12
H 4.97 0.95 4.35  0.12
C 1.81 -1.14 1.98  -0.10
C 2.55 -1.91 3.08  -0.24
C 2.68 -3.39 2.76  -0.17
C 1.36 -4.04 2.66  -0.19
N 0.31 -4.50 2.51  0.18
H 1.88 -0.06 2.01  0.04
H 0.73 -1.31 1.96  0.05
H 2.20 -1.58 1.06  0.06
H 2.13 -1.70 4.07  0.11
H 3.55 -1.48 3.14  0.10
H 3.36 -3.92 3.42  0.12
H 3.07 -3.55 1.75  0.12
C -1.04 5.25 -0.29  -0.10
C -0.31 5.15 -1.62  -0.25
C 1.24 5.30 -1.54  -0.18
C 1.88 4.34 -0.67  -0.21
N 2.40 3.55 -0.01  0.19
H -0.82 6.21 0.18  0.08
H -0.75 4.46 0.39  0.05
H -2.12 5.19 -0.43  0.08
H -0.66 5.89 -2.33  0.11
H -0.50 4.17 -2.06  0.11
H 1.50 6.28 -1.14  0.12
H 1.58 5.22 -2.57  0.12
C 1.12 -4.09 -4.77  -0.10
C 2.50 -3.47 -5.06  -0.23
C 2.62 -2.02 -4.58  -0.17
C 1.40 -1.22 -4.63  -0.23
N 0.41 -0.63 -4.65  0.16
H 0.26 -3.46 -5.01  0.06
H 1.06 -4.16 -3.68  0.07
H 0.95 -5.06 -5.22  0.07
H 2.70 -3.49 -6.13  0.10
H 3.26 -4.12 -4.62  0.11
H 3.44 -1.50 -5.07  0.12
H 2.94 -2.07 -3.53  0.08